The following is a DFT calculation (ωB97M-V/def2-TZVPD) of a cluster of 2 separate species, C7H5Cl4F in total in a non-equilibrium geometry.

```
17
Properties=species:S:1:pos:R:3:forces:R:3
F 2.2136 -0.1849 0.9962 0.38 0.41 -0.18
C 1.3547 -0.9464 0.3165 -0.20 -0.97 0.09
C 1.8174 -2.0316 -0.3998 0.15 -0.62 -0.05
C 0.9210 -2.9559 -0.9492 -0.42 0.89 0.17
C -0.4607 -2.7249 -0.8613 0.19 0.76 0.38
C -0.9130 -1.5962 -0.1482 1.23 0.53 -0.72
C 0.0125 -0.7156 0.4261 -0.98 0.05 -0.10
H 2.8832 -2.1654 -0.5114 0.11 -0.10 0.08
H 1.3108 -3.8106 -1.4819 -0.03 -0.03 -0.10
H -1.1529 -3.3310 -1.4269 -0.07 -0.22 0.19
H -1.9055 -1.1707 -0.1646 -0.42 -0.75 -0.03
H -0.3461 0.2028 0.8669 0.07 0.03 0.26
C -1.1664 4.3548 0.6343 0.47 -1.26 0.23
Cl -1.7524 5.0150 2.2473 -1.00 1.24 2.15
Cl -0.1419 5.4775 -0.2503 1.15 1.53 -1.26
Cl -0.1893 2.8728 1.0468 1.22 -1.17 0.34
Cl -2.4848 3.7103 -0.3406 -1.86 -0.32 -1.45
```
Forces are in eV/Å.

Results
HOMO-LUMO gap (alpha / beta)	0.1192 / 0.3307	hartree
<S²>	0.753
LUMO energy (alpha / beta)	0.108 / 0.107	hartree
total charge	-1
2S+1	2
molecular weight	249.9	u
relative energy (zero: lowest compared OMol25 entry of this formula, charge and spin)	0.000	eV

Results of the Mulliken charge analysis, in e, for atoms 1 through 6: -0.272, 0.440, -0.353, -0.373, -0.412, -0.525